{"formula": "C38H41AsNaOP", "method": "ωB97M-V with the def2-TZVPD basis set", "symbols": ["As", "P", "Na", "O", "C", "C", "C", "C", "C", "C", "C", "C", "C", "C", "C", "C", "C", "C", "C", "C", "C", "C", "C", "C", "C", "C", "C", "C", "C", "C", "C", "C", "C", "C", "C", "C", "C", "C", "C", "C", "C", "C", "H", "H", "H", "H", "H", "H", "H", "H", "H", "H", "H", "H", "H", "H", "H", "H", "H", "H", "H", "H", "H", "H", "H", "H", "H", "H", "H", "H", "H", "H", "H", "H", "H", "H", "H", "H", "H", "H", "H", "H", "H"], "xyz": [[3.455725, 0.741040, -1.718765], [-0.239170, -0.157200, -1.147998], [-2.724956, 0.279468, 0.084245], [-3.471573, -0.354858, 1.833654], [1.511232, -2.310610, -0.553322], [1.285648, 0.767108, 2.562155], [0.846658, -4.614802, -0.720528], [4.994280, -0.954573, -3.592802], [-6.310087, -1.399714, 4.654965], [3.280818, 5.229134, -3.240223], [0.865393, 0.046667, 1.453004], [-2.771814, -0.003323, 4.592338], [-6.555967, -1.574580, 3.302071], [-4.367673, -0.678413, 2.725806], [3.440201, 4.204505, -4.166321], [6.199241, 0.858930, -2.595249], [0.961237, 2.818281, 1.364214], [-5.085290, -0.869918, 5.038788], [6.147024, -1.348257, -4.263730], [7.348306, 0.471560, -3.266579], [2.075311, -0.006917, -2.922975], [-0.423762, -4.223500, -1.107683], [-5.619524, -1.227455, 2.336272], [-2.397240, 1.386567, 4.069290], [-5.000991, -2.472261, 0.214483], [-6.059881, -0.164973, 0.066444], [1.338787, 2.151572, 2.521826], [3.397080, 2.577226, -2.385915], [3.251269, 3.609126, -1.464343], [0.649350, 0.449877, -2.645453], [0.235331, -1.902530, -0.956384], [-1.667316, -1.018522, 4.286927], [0.547853, 2.101008, 0.252573], [-5.943392, -1.459449, 0.873181], [0.507887, 0.704366, 0.278332], [3.501296, 2.886682, -3.740272], [-4.116791, -0.508744, 4.113713], [1.814607, -3.656240, -0.438397], [3.191721, 4.932191, -1.889354], [7.325543, -0.636298, -4.105020], [-0.727615, -2.872252, -1.220887], [5.007338, 0.155921, -2.756184], [6.234629, 1.728957, -1.948626], [0.985108, 3.900395, 1.320839], [-7.051705, -1.674965, 5.394163], [0.010447, 0.133723, -3.474427], [3.236182, 6.257904, -3.574761], [-7.504595, -1.993895, 2.977960], [3.649243, 2.095253, -4.466921], [-1.728766, -2.576222, -1.512895], [-2.849005, 0.083945, 5.681346], [3.081148, 5.728383, -1.163471], [4.089996, -1.532651, -3.739924], [2.137101, -1.095358, -2.851106], [2.260035, -1.567394, -0.304486], [-5.147450, 0.437009, 0.090048], [-0.699421, -0.673745, 4.665211], [-6.308885, -0.373523, -0.978314], [1.557862, 0.236789, 3.465256], [3.524168, 4.436084, -5.220832], [-1.545893, 1.784278, 4.630045], [0.812295, -1.033672, 1.514057], [8.221890, -0.941288, -4.629532], [2.351770, 0.267416, -3.942504], [-6.846045, 0.471988, 0.476048], [6.116895, -2.214653, -4.912719], [-5.255626, -2.620927, -0.839964], [0.580063, 1.541509, -2.633738], [1.656284, 2.709567, 3.393209], [-4.867676, -0.732197, 6.094322], [-2.121565, 1.347277, 3.014353], [-1.892010, -1.982914, 4.745852], [2.804293, -3.959469, -0.121129], [1.084536, -5.666642, -0.625365], [3.186854, 3.379180, -0.406809], [-5.068794, -3.439398, 0.716260], [-1.186841, -4.963239, -1.311931], [-3.961030, -2.150228, 0.291961], [8.263026, 1.035754, -3.134846], [0.256719, 2.644191, -0.640178], [-1.588178, -1.160621, 3.207189], [-6.942769, -1.906146, 0.850144], [-3.230417, 2.083688, 4.180327]], "atomic_forces_ev_per_a": [[-0.0223, -0.0795, 0.0012], [-0.1532, -0.0134, 0.0150], [0.0231, 0.0806, -0.1271], [-0.0333, -0.0011, 0.1296], [-0.0099, 0.0003, -0.0519], [-0.0223, -0.0031, 0.0009], [0.0369, -0.0023, 0.0175], [0.0123, -0.0600, -0.0321], [-0.0022, 0.0016, 0.0293], [0.0024, -0.0012, -0.0051], [-0.0190, -0.0282, 0.0617], [-0.0057, 0.0217, 0.0372], [-0.0006, 0.0244, -0.0629], [-0.0530, -0.0622, -0.0377], [0.0013, -0.0051, 0.0001], [0.0800, 0.0199, -0.0226], [0.0193, -0.0043, -0.0413], [0.0292, 0.0440, 0.0132], [0.0157, 0.0064, 0.0081], [-0.0062, -0.0151, -0.0097], [0.0783, -0.0988, 0.0688], [-0.0265, 0.0231, -0.0118], [0.0220, 0.0256, 0.0394], [0.0351, 0.0325, -0.0191], [0.0264, -0.0324, -0.0355], [-0.0500, 0.1525, -0.0782], [0.0020, 0.0014, 0.0041], [-0.0177, 0.0384, 0.0560], [-0.0059, 0.0246, -0.0230], [0.0106, 0.0041, -0.0522], [0.1581, 0.0141, 0.0224], [0.0647, 0.0128, -0.0375], [-0.0004, -0.0008, 0.0303], [-0.0087, -0.0490, 0.0277], [0.0701, 0.0307, -0.0187], [-0.0114, 0.0071, 0.0053], [0.0042, -0.0408, -0.1020], [-0.0214, -0.0245, -0.0058], [0.0040, -0.0076, 0.0077], [-0.0251, 0.0091, 0.0129], [-0.0128, -0.0342, -0.0322], [-0.0206, 0.0153, -0.0001], [-0.0316, 0.0019, 0.0101], [0.0041, -0.0142, 0.0243], [0.0112, 0.0078, -0.0118], [-0.0253, -0.0142, -0.0143], [-0.0012, -0.0093, 0.0070], [0.0065, 0.0006, 0.0158], [0.0014, 0.0073, -0.0029], [0.0020, 0.0211, 0.0014], [-0.0017, -0.0266, 0.0228], [0.0009, -0.0068, -0.0093], [0.0039, 0.0350, 0.0270], [-0.0107, 0.0530, -0.0101], [0.0234, -0.0197, -0.0528], [-0.0036, -0.1035, 0.0706], [-0.0209, 0.0038, 0.0147], [0.0079, -0.0137, 0.0123], [-0.0019, 0.0153, 0.0046], [-0.0010, -0.0052, 0.0080], [0.0021, -0.0098, -0.0086], [-0.0299, 0.0878, 0.0281], [-0.0065, 0.0021, 0.0032], [-0.0156, -0.0106, -0.0267], [-0.0018, -0.0295, 0.0063], [0.0118, 0.0084, 0.0017], [-0.0052, 0.0138, 0.0190], [0.0093, 0.0269, 0.0514], [-0.0029, -0.0044, -0.0120], [-0.0115, -0.0126, -0.0067], [-0.0430, -0.0192, 0.0408], [0.0119, 0.0031, 0.0002], [-0.0090, 0.0014, -0.0059], [-0.0053, 0.0117, 0.0001], [-0.0079, -0.0089, -0.0188], [-0.0165, 0.0224, 0.0020], [0.0168, -0.0006, 0.0050], [-0.0117, 0.0250, 0.0080], [-0.0028, -0.0089, -0.0043], [-0.0079, -0.0162, -0.0201], [-0.0062, -0.0045, 0.0410], [-0.0081, -0.0291, -0.0007], [0.0088, -0.0078, -0.0025]], "mulliken_charge": [0.526, 0.015, 0.736, -0.557, 0.252, -0.680, -0.543, -0.246, -1.143, -0.415, -0.688, 0.411, -0.753, 0.388, -0.645, -0.445, -0.817, -0.798, -0.693, -0.608, -1.234, -0.654, 0.595, -1.229, -1.343, -1.377, -0.633, 0.072, -0.272, -1.291, 0.603, -1.115, -0.813, 0.640, 1.316, -0.279, 0.305, -0.995, -0.624, -0.429, -0.516, 0.115, 0.373, 0.513, 0.353, 0.516, 0.388, 0.343, 0.302, 0.277, 0.494, 0.421, 0.260, 0.700, 0.575, 0.075, 0.338, 0.425, 0.434, 0.398, 0.422, 0.458, 0.370, 0.834, 0.361, 0.392, 0.429, 0.509, 0.439, 0.335, -0.058, 0.372, 0.435, 0.415, 0.546, 0.374, 0.429, 0.032, 0.383, 0.378, 0.018, 0.420, 0.383], "e_above_lowest_kj_mol": 0.0, "multiplicity": 1, "total_energy_ev": -116663.6788, "total_charge": 0, "orbital_gap_ha": 0.2232, "e_homo_ev": -6.3}